1.
C32H42AsIrN4O3S3 | ωB97M-V with the def2-TZVPD basis set

The value obtained for the HOMO energy (spin up / spin down) is -10.54 / -10.60 eV. The calculation puts the energy above the lowest of the compared OMol25 structures with the same formula, charge and spin at 1.025 eV. The value obtained for the orbital gap (spin up / spin down) is 0.2609 / 0.2097 Ha. Its energy is -142146.4953 eV. The expectation value of S² is 0.788. For the molar mass, the calculation gives 894.053 g/mol. Its net charge is +1. The multiplicity is 2.

CARTESIAN COORDINATES (ANGSTROEM)
1 Ir -2.37948 -0.10734 0.60088
2 C -0.92352 1.07305 4.78630
3 C -0.13079 -0.03562 4.09889
4 S -0.68674 -0.77856 2.52179
5 C -1.68798 -2.20667 2.98596
6 C -3.08104 -1.88307 3.48850
7 S -3.97602 -0.62733 2.51639
8 C -3.65888 0.95716 3.37253
9 C -3.77978 1.03957 4.87710
10 S -2.31248 0.45705 5.79429
11 H -1.27536 1.81566 4.07361
12 H -0.25368 1.58652 5.47599
13 H -0.01237 -0.88999 4.76562
14 H 0.86357 0.33787 3.84464
15 H -1.13953 -2.79879 3.71989
16 H -1.72897 -2.76814 2.05762
17 H -3.06984 -1.49830 4.50546
18 H -3.69328 -2.78530 3.46997
19 H -4.39294 1.61163 2.90279
20 H -2.68966 1.30844 3.05509
21 H -4.62137 0.46917 5.27313
22 H -3.93960 2.08700 5.13375
23 N -4.02617 -0.63703 -0.61909
24 N -3.97903 -2.01829 -0.90581
25 C -2.98995 -2.79809 -0.27476
26 O -3.05224 -4.00037 -0.28592
27 O -2.04286 -2.07494 0.23393
28 H -4.84108 -0.41308 -0.04808
29 H -4.07098 -0.10964 -1.48768
30 H -4.84926 -2.46756 -1.14945
31 C 2.36282 -1.54411 -6.53979
32 C 2.00951 -1.36836 -5.09182
33 C 0.94975 -2.04874 -4.51695
34 C 0.61010 -1.88526 -3.17967
35 C -0.56042 -2.68376 -2.65907
36 C 1.34609 -0.99611 -2.37575
37 As 0.61025 -0.93362 -0.54370
38 N -0.87254 0.29795 -0.72380
39 C -0.98517 1.24257 -1.69433
40 C -2.23915 1.75356 -2.12503
41 C -2.31904 2.71738 -3.09908
42 C -1.15877 3.22793 -3.67991
43 C 0.08556 2.78616 -3.24324
44 C 0.17561 1.81749 -2.27262
45 C 1.96984 -0.07831 0.59323
46 C 1.93426 1.16014 1.24858
47 C 0.78990 2.13760 1.19334
48 C 3.04806 1.54860 1.99275
49 C 4.17560 0.75360 2.12126
50 C 5.37171 1.21116 2.90422
51 C 4.16006 -0.49379 1.51075
52 C 3.07433 -0.93141 0.76837
53 C 3.12130 -2.31436 0.17137
54 C 2.45295 -0.32472 -2.93378
55 C 3.41664 0.57848 -2.20001
56 C 2.75070 -0.52480 -4.27697
57 H 1.68479 -2.23903 -7.03099
58 H 3.37857 -1.92585 -6.64667
59 H 2.31628 -0.59094 -7.06746
60 H 0.36711 -2.73304 -5.12181
61 H -0.89792 -3.38913 -3.41536
62 H -1.40540 -2.03401 -2.40932
63 H -0.31546 -3.24604 -1.75668
64 H -3.13561 1.38353 -1.66402
65 H -3.28505 3.08896 -3.41076
66 H -1.22802 3.97557 -4.45768
67 H 0.98830 3.21357 -3.65825
68 H 1.13563 1.51210 -1.90533
69 H -0.18357 1.66101 1.30166
70 H 0.77208 2.69076 0.25387
71 H 0.89294 2.87163 1.99165
72 H 3.02705 2.51447 2.48451
73 H 5.16029 2.12847 3.45040
74 H 6.21465 1.40375 2.23918
75 H 5.68785 0.44962 3.61691
76 H 5.01600 -1.14995 1.61925
77 H 3.97946 -2.86218 0.55443
78 H 3.20161 -2.28731 -0.91923
79 H 2.22209 -2.88529 0.41595
80 H 3.05049 0.95928 -1.25458
81 H 3.68388 1.42512 -2.83367
82 H 4.33984 0.03630 -1.98385
83 H 3.60198 -0.00070 -4.69736
84 O -2.75382 4.19646 0.56112
85 C -2.70752 3.02468 0.70578
86 N -2.66716 1.85794 0.90663



2.
C32H42FeN10O3S2 | ωB97M-V with the def2-TZVPD basis set

The value obtained for the HOMO energy (spin up / spin down) is -7.26 / -7.23 eV. The value obtained for the orbital gap (spin up / spin down) is 0.2803 / 0.2781 Ha. Its energy is -110969.3867 eV. The expectation value of S² is 6.010. For the molar mass, the calculation gives 734.734 g/mol. The multiplicity is 5.

CARTESIAN COORDINATES (ANGSTROEM)
1 Fe -0.42621 -0.33672 0.24447
2 N 2.38309 0.64342 3.68662
3 C 1.70534 0.26047 2.56092
4 S -0.00894 0.13005 2.69921
5 N 2.48561 0.06521 1.51376
6 N 1.78240 -0.24008 0.38714
7 C 2.45061 -0.53973 -0.65396
8 C 1.72374 -0.83456 -1.89471
9 C 2.40035 -1.33385 -3.00224
10 C 1.68519 -1.66474 -4.13340
11 C 0.30996 -1.47351 -4.13539
12 C -0.27776 -0.94486 -3.00110
13 N 0.40271 -0.62347 -1.90160
14 H 1.89648 0.55209 4.56064
15 H 3.37803 0.48754 3.67718
16 H 3.53587 -0.60121 -0.63050
17 H 3.46817 -1.49486 -2.94166
18 H 2.18693 -2.07914 -4.99841
19 H -0.29642 -1.72214 -4.99537
20 H -1.34127 -0.76149 -2.96670
21 N 0.03153 1.81100 -0.13387
22 S -0.81648 3.07942 0.23798
23 C -1.21366 4.03768 -1.21941
24 C -2.55301 4.17113 -1.54708
25 C -2.90519 4.83137 -2.71961
26 C -1.91784 5.33671 -3.55034
27 C -0.57385 5.19076 -3.21586
28 C -0.21736 4.53986 -2.04777
29 C 0.27493 4.23969 1.05754
30 C 1.39011 3.71815 1.69446
31 C 2.22128 4.57676 2.40440
32 C 1.92910 5.92943 2.47936
33 C 0.79846 6.43664 1.84802
34 C -0.03726 5.59254 1.13498
35 H 0.93118 2.04585 -0.54880
36 H -3.31080 3.75589 -0.89263
37 H -3.94870 4.94535 -2.98295
38 H -2.19170 5.84644 -4.46496
39 H 0.19353 5.58768 -3.86762
40 H 0.82591 4.42958 -1.77528
41 H 1.59073 2.65627 1.64580
42 H 3.09424 4.17643 2.90302
43 H 2.57974 6.59375 3.03337
44 H 0.56977 7.49270 1.90818
45 H -0.91341 5.98615 0.63470
46 C 1.58676 -5.15035 2.23272
47 C 1.36533 -5.80793 0.87521
48 C 0.27145 -5.12251 0.04052
49 C 0.14977 -5.81035 -1.33210
50 C -0.91009 -5.19208 -2.23765
51 C -1.05117 -5.29995 0.76239
52 O -1.49253 -6.38586 1.06983
53 N -1.74566 -4.15030 1.04531
54 C -1.29330 -2.86806 0.77485
55 O -2.00836 -1.90650 1.09172
56 N -0.12500 -2.63360 0.17257
57 C 0.68501 -3.66219 -0.20274
58 O 1.76682 -3.47243 -0.73743
59 H 2.35963 -5.67568 2.79432
60 H 0.67655 -5.16624 2.83761
61 H 1.90317 -4.11065 2.12375
62 H 1.07520 -6.85220 1.00185
63 H 2.28227 -5.77412 0.28609
64 H -0.07252 -6.86387 -1.15258
65 H 1.13127 -5.74246 -1.80261
66 H -1.91121 -5.29556 -1.81150
67 H -0.91663 -5.68164 -3.21217
68 H -0.71795 -4.12846 -2.40279
69 H -2.62301 -4.23523 1.53748
70 C -3.64995 0.50026 -2.34379
71 N -4.38680 0.10406 -1.16279
72 C -5.30055 -1.00457 -1.38595
73 C -3.82855 0.29892 0.08376
74 N -2.58507 0.60609 0.23026
75 N -4.71597 0.16482 1.13345
76 C -6.04300 0.75061 1.04806
77 C -4.19094 0.09308 2.48479
78 H -4.29526 1.07110 -3.01701
79 H -3.30605 -0.38304 -2.88977
80 H -2.78905 1.10316 -2.06640
81 H -4.76717 -1.85967 -1.81684
82 H -6.08990 -0.70994 -2.08120
83 H -5.75436 -1.32180 -0.45274
84 H -2.42820 0.87961 1.19595
85 H -6.30730 0.94699 0.01362
86 H -6.07896 1.69768 1.59925
87 H -6.78835 0.07977 1.48101
88 H -3.98162 1.08905 2.89807
89 H -3.28872 -0.51183 2.50572
90 H -4.93666 -0.38375 3.12206